Below is a cluster of 14 separate species, C3H33NO14S in total in a non-equilibrium geometry, with properties calculated with ωB97M-V/def2-TZVPD.

Positions of all 52 atoms, in Å:
O: 1.8893 -2.8610 0.9355
C: 1.3274 -2.0861 0.1754
N: 0.0423 -1.6895 0.3760
C: -0.7634 -0.8241 -0.4385
C: -1.9971 -1.5528 -0.9057
S: -3.4082 -0.4539 -1.0948
H: 1.7861 -1.6072 -0.7124
H: -0.4355 -1.9773 1.1695
H: -0.0552 -0.4276 -1.1204
H: -0.9817 -0.0016 0.1871
H: -2.2354 -2.2681 -0.1274
H: -1.9806 -2.1362 -1.7899
H: -3.4305 -0.0348 0.1883
H: -0.8823 -0.4811 2.9172
H: 0.1769 0.4622 2.6927
O: -0.6363 0.1331 2.2367
H: -2.6418 -3.5729 2.9402
H: -1.2549 -2.9063 3.3537
O: -1.7961 -3.1790 2.5784
H: -1.7319 2.8516 -0.8738
H: -1.9723 2.7109 -2.3759
O: -1.2999 3.0022 -1.7735
H: -1.0854 -4.3776 -2.2593
H: -0.0227 -3.2540 -1.8760
O: -0.6198 -3.5316 -2.5558
H: 0.0044 2.6535 2.7477
H: -1.0654 3.7852 2.6038
O: -0.7240 3.1182 3.2263
H: -2.7998 2.1768 1.2691
H: -1.6599 1.1613 1.3835
O: -2.2617 1.6055 0.7668
H: 3.1585 0.6942 -3.2766
H: 1.8952 1.6364 -3.0875
O: 2.6636 1.2521 -2.6592
H: 3.9761 0.0696 1.7480
H: 3.1098 1.0145 2.6630
O: 3.8461 0.2938 2.6165
H: -0.4955 1.8014 -3.2678
H: 0.4981 0.7573 -4.1688
O: 0.2986 1.7422 -3.9067
H: 1.8597 2.3441 -1.1925
H: 0.4081 2.8050 -0.9381
O: 1.3166 2.7613 -0.4884
H: 1.5763 -0.9456 -5.4959
H: 0.2001 -1.5286 -4.8881
O: 0.9557 -0.9206 -4.7568
H: 0.6230 -2.1785 3.2447
H: 0.8956 -2.2289 4.6513
O: 0.1093 -2.1756 4.0443
H: 2.3711 3.2940 2.0150
H: 1.5038 2.4322 1.1951
O: 1.7452 2.6421 2.1039

## Properties
net charge	+1
expectation value of S²	0.75
HOMO-LUMO gap (alpha / beta)	9.74 / 4.61	eV
maximum force	5.2	eV/A
electronic energy	-1640.0554	a.u.
multiplicity	2